{"formula": "C38H36As2BCdN8", "method": "wB97M-V/def2-TZVPD", "symbols": ["Cd", "C", "C", "N", "N", "C", "B", "N", "C", "C", "C", "N", "N", "C", "C", "C", "N", "N", "C", "C", "C", "N", "H", "H", "H", "H", "H", "H", "H", "H", "H", "H", "H", "H", "C", "C", "As", "C", "C", "C", "C", "C", "C", "C", "C", "C", "C", "C", "C", "As", "C", "C", "C", "C", "C", "C", "C", "C", "C", "C", "C", "C", "H", "H", "H", "H", "H", "H", "H", "H", "H", "H", "H", "H", "H", "H", "H", "H", "H", "H", "H", "H", "H", "H", "H", "H"], "coordinates": [[0.162, 0.139, 0.980], [0.780, -1.393, 5.018], [0.341, -0.353, 4.203], [0.599, -0.630, 2.931], [1.199, -1.837, 2.893], [1.315, -2.314, 4.145], [1.659, -2.510, 1.575], [2.646, -1.539, 0.859], [3.925, -1.738, 0.498], [4.467, -0.530, 0.110], [3.426, 0.381, 0.254], [2.333, -0.235, 0.695], [0.411, -2.758, 0.692], [0.037, -3.892, 0.075], [-1.292, -3.787, -0.279], [-1.661, -2.512, 0.141], [-0.628, -1.895, 0.712], [2.348, -3.820, 1.904], [3.525, -3.981, 2.556], [3.754, -5.331, 2.705], [2.627, -5.946, 2.136], [1.804, -5.023, 1.703], [0.718, -1.462, 6.083], [-0.135, 0.572, 4.480], [1.765, -3.264, 4.353], [4.375, -2.709, 0.516], [5.466, -0.335, -0.217], [3.434, 1.441, 0.068], [0.710, -4.711, -0.073], [-1.885, -4.528, -0.773], [-2.622, -2.032, 0.103], [4.107, -3.141, 2.875], [4.595, -5.815, 3.155], [2.389, -6.988, 2.062], [-1.733, 2.440, -1.234], [-0.377, 2.337, -1.924], [0.289, 0.462, -1.851], [-0.745, -0.346, -3.329], [-1.724, -1.300, -3.087], [-2.438, -1.842, -4.143], [-2.164, -1.446, -5.439], [-1.196, -0.486, -5.681], [-0.480, 0.067, -4.634], [2.037, 0.611, -2.687], [2.811, 1.768, -2.613], [4.080, 1.793, -3.166], [4.601, 0.658, -3.770], [3.834, -0.495, -3.852], [2.562, -0.523, -3.314], [-1.536, 2.180, 0.729], [-1.620, 4.051, 1.334], [-0.604, 4.630, 2.084], [-0.715, 5.954, 2.483], [-1.834, 6.692, 2.137], [-2.844, 6.116, 1.382], [-2.744, 4.796, 0.981], [-3.275, 1.489, 1.250], [-3.837, 0.434, 0.533], [-4.999, -0.171, 0.974], [-5.605, 0.268, 2.143], [-5.062, 1.329, 2.852], [-3.892, 1.929, 2.421], [-2.432, 1.699, -1.642], [-2.166, 3.438, -1.383], [0.346, 2.998, -1.424], [-0.448, 2.638, -2.979], [-1.928, -1.632, -2.075], [-3.204, -2.577, -3.956], [-2.702, -1.884, -6.264], [-0.994, -0.166, -6.691], [0.274, 0.826, -4.827], [2.423, 2.653, -2.120], [4.676, 2.690, -3.115], [5.609, 0.665, -4.160], [4.230, -1.371, -4.341], [1.963, -1.430, -3.378], [0.273, 4.046, 2.354], [0.073, 6.407, 3.065], [-1.925, 7.718, 2.460], [-3.713, 6.692, 1.105], [-3.539, 4.332, 0.400], [-3.367, 0.101, -0.390], [-5.432, -0.987, 0.415], [-6.495, -0.222, 2.506], [-5.546, 1.684, 3.748], [-3.464, 2.760, 2.978]], "homo_lumo_gap_ha": [0.304, 0.137], "e_tot_ha": -6571.35455, "e_lumo_ev": [-5.078, -9.641], "spin_multiplicity": 2, "s2": 0.760, "total_charge": 2, "homo_energy_ev": [-13.4, -13.4]}


{"formula": "C38H36F12IN5O5PRe", "method": "wB97M-V/def2-TZVPD", "symbols": ["Re", "C", "C", "C", "C", "C", "N", "C", "C", "C", "C", "C", "C", "C", "C", "O", "C", "F", "F", "F", "C", "F", "F", "F", "C", "C", "C", "O", "C", "F", "F", "F", "C", "F", "F", "F", "H", "H", "H", "H", "H", "H", "H", "H", "H", "H", "H", "H", "O", "C", "C", "C", "C", "N", "C", "C", "C", "C", "C", "C", "O", "C", "C", "N", "H", "H", "H", "H", "H", "H", "H", "H", "H", "H", "H", "H", "I", "C", "C", "N", "N", "C", "H", "H", "H", "C", "P", "C", "C", "O", "H", "H", "H", "H", "H", "H", "H", "H", "H"], "coordinates": [[1.286, -0.189, -0.223], [1.800, -7.335, -0.971], [1.469, -5.870, -1.053], [0.352, -5.409, -1.733], [0.056, -4.060, -1.784], [0.863, -3.113, -1.153], [0.479, -1.783, -1.095], [-0.745, -1.133, -1.474], [-2.102, -1.792, -1.649], [-3.293, 0.563, -1.212], [-2.759, 1.791, -1.928], [-3.645, 2.997, -1.801], [-1.566, 1.918, -2.585], [-0.584, 0.953, -2.877], [0.904, 1.311, -2.926], [1.668, 0.628, -1.961], [1.192, 2.810, -2.644], [0.631, 3.181, -1.482], [0.719, 3.608, -3.612], [2.499, 3.049, -2.520], [1.498, 0.942, -4.330], [2.627, 1.597, -4.608], [0.616, 1.226, -5.296], [1.776, -0.365, -4.398], [2.071, -3.552, -0.560], [2.318, -4.920, -0.500], [3.160, -2.566, -0.142], [2.726, -1.341, 0.385], [4.039, -2.251, -1.386], [4.654, -3.330, -1.856], [3.290, -1.737, -2.361], [4.981, -1.328, -1.089], [4.064, -3.097, 1.013], [4.870, -4.099, 0.661], [3.290, -3.511, 2.027], [4.843, -2.117, 1.489], [0.918, -7.947, -1.154], [2.554, -7.612, -1.710], [2.194, -7.594, 0.012], [-0.302, -6.112, -2.234], [-0.810, -3.731, -2.337], [-2.377, -2.772, -1.292], [-4.368, 0.727, -1.116], [-4.518, 2.897, -2.454], [-4.031, 3.105, -0.783], [-3.128, 3.913, -2.081], [-1.325, 2.940, -2.855], [3.224, -5.283, -0.038], [-2.767, 0.326, 5.419], [-1.481, -0.241, 5.544], [-0.835, -0.306, 4.190], [0.500, -0.704, 4.076], [1.084, -0.748, 2.837], [0.401, -0.428, 1.721], [-0.897, -0.069, 1.815], [-1.535, 0.006, 3.042], [-1.524, 0.171, 0.507], [-2.794, 0.445, 0.223], [-3.170, -0.779, -1.938], [-4.515, -1.452, -2.088], [-5.038, -1.654, -0.782], [-2.235, -1.134, -3.041], [-0.839, -0.521, -2.906], [-0.599, 0.031, -0.527], [-3.196, 0.330, 6.280], [-1.527, -1.257, 5.952], [-0.843, 0.352, 6.209], [1.085, -0.966, 4.947], [2.115, -1.040, 2.693], [-2.570, 0.306, 3.102], [-3.515, 0.546, 1.024], [-4.403, -2.400, -2.623], [-5.178, -0.804, -2.674], [-5.886, -2.104, -0.846], [-2.590, -1.575, -3.963], [-0.148, -1.044, -3.562], [3.844, 3.594, 4.025], [3.555, 2.486, 2.320], [4.521, 1.968, 1.475], [3.882, 1.299, 0.516], [2.548, 1.354, 0.680], [2.336, 2.073, 1.784], [5.595, 2.042, 1.494], [4.275, 0.777, -0.255], [1.320, 2.277, 2.089], [-1.268, 5.293, 0.411], [-1.035, 4.100, 1.731], [-2.607, 4.001, 2.596], [0.106, 4.882, 2.881], [-0.573, 2.763, 1.245], [-1.617, 6.247, 0.806], [-1.997, 4.906, -0.302], [-0.321, 5.437, -0.109], [-2.965, 4.983, 2.905], [-2.489, 3.366, 3.475], [-3.341, 3.543, 1.931], [-0.254, 5.862, 3.195], [1.076, 5.003, 2.395], [0.233, 4.250, 3.761]], "homo_lumo_gap_ha": [0.216, 0.237], "e_tot_ha": -4035.18539, "e_lumo_ev": [-3.548, -3.588], "spin_multiplicity": 4, "relative_energy_ev": 3.274, "s2": 3.807, "total_charge": 1, "homo_energy_ev": [-9.4, -10.0]}


{"formula": "C38H36F4N4O11PS", "method": "wB97M-V/def2-TZVPD", "symbols": ["C", "N", "C", "N", "C", "C", "O", "C", "N", "P", "O", "O", "N", "C", "C", "C", "C", "O", "O", "C", "F", "F", "F", "S", "O", "O", "F", "H", "H", "H", "H", "H", "H", "H", "H", "H", "H", "H", "H", "H", "H", "H", "H", "H", "H", "H", "H", "C", "C", "C", "C", "C", "C", "C", "O", "C", "C", "C", "C", "C", "C", "C", "O", "H", "H", "H", "H", "H", "H", "H", "H", "C", "C", "C", "C", "C", "C", "C", "O", "C", "C", "C", "C", "C", "C", "C", "O", "H", "H", "H", "H", "H", "H", "H", "H"], "coordinates": [[-5.190, -1.109, 1.398], [-4.874, -2.135, 0.388], [-3.539, -2.288, -0.065], [-2.879, -3.451, 0.312], [-2.921, -3.682, 1.762], [-1.516, -3.408, 2.457], [-0.711, -2.553, 1.649], [-0.733, -4.734, 2.746], [-0.830, -4.993, 4.217], [-3.322, -4.876, -0.658], [-2.189, -6.015, -0.242], [-3.051, -4.391, -2.224], [-2.929, -1.399, -0.799], [-1.526, -1.536, -1.268], [-0.565, -0.510, -0.543], [0.189, 0.417, -1.573], [0.684, 1.675, -0.847], [0.211, 2.733, -0.986], [1.785, 1.564, 0.000], [-3.579, -0.137, -1.176], [-4.787, -0.315, -1.672], [-2.890, 0.473, -2.137], [-3.573, 0.719, -0.158], [-6.093, -2.800, -0.515], [-6.484, -4.018, 0.095], [-5.658, -2.993, -1.857], [-7.356, -1.846, -0.513], [-5.809, -0.265, 1.042], [-5.748, -1.581, 2.236], [-4.279, -0.683, 1.858], [-3.136, -4.758, 1.953], [-3.667, -3.102, 2.330], [-1.704, -2.866, 3.406], [-0.198, -3.129, 1.057], [0.346, -4.589, 2.524], [-1.168, -5.571, 2.166], [-0.546, -4.120, 4.668], [-0.066, -5.640, 4.422], [-1.279, -5.729, -0.456], [-3.684, -4.878, -2.780], [-1.450, -1.445, -2.368], [-1.098, -2.524, -1.046], [0.228, -1.077, -0.025], [-1.116, 0.075, 0.217], [-0.396, 0.629, -2.481], [1.088, -0.145, -1.908], [1.574, 0.913, 0.691], [-1.965, 11.349, 1.386], [-2.957, 10.392, 1.577], [-2.654, 9.044, 1.465], [-1.359, 8.647, 1.149], [-0.369, 9.609, 0.934], [-0.675, 10.959, 1.065], [1.008, 9.204, 0.548], [1.870, 10.040, 0.365], [1.307, 7.758, 0.383], [2.573, 7.364, -0.032], [2.866, 6.016, -0.177], [1.898, 5.056, 0.101], [0.631, 5.444, 0.510], [0.329, 6.795, 0.643], [-1.042, 7.199, 1.049], [-1.890, 6.361, 1.289], [-2.202, 12.401, 1.484], [-3.968, 10.699, 1.817], [-3.426, 8.302, 1.619], [0.094, 11.706, 0.912], [3.330, 8.107, -0.247], [3.852, 5.712, -0.506], [2.130, 4.006, -0.006], [-0.121, 4.696, 0.720], [2.265, -4.807, -4.299], [3.517, -5.114, -4.822], [4.652, -4.967, -4.040], [4.542, -4.501, -2.735], [3.289, -4.170, -2.218], [2.150, -4.336, -3.001], [3.160, -3.625, -0.843], [2.062, -3.338, -0.388], [4.386, -3.425, -0.034], [4.287, -2.862, 1.235], [5.426, -2.683, 2.004], [6.668, -3.075, 1.513], [6.773, -3.631, 0.248], [5.635, -3.799, -0.533], [5.765, -4.364, -1.901], [6.847, -4.702, -2.332], [1.378, -4.931, -4.908], [3.607, -5.471, -5.840], [5.625, -5.211, -4.448], [1.174, -4.093, -2.600], [3.323, -2.559, 1.622], [5.348, -2.240, 2.989], [7.556, -2.941, 2.118], [7.741, -3.930, -0.133]], "homo_lumo_gap_ha": 0.210, "e_tot_ha": -3655.10469, "e_lumo_ev": -5.110, "total_charge": 1, "homo_energy_ev": -10.8}


{"formula": "C38H36N3ORbSSb", "method": "wB97M-V/def2-TZVPD", "symbols": ["Rb", "C", "C", "C", "C", "C", "C", "N", "C", "C", "C", "C", "C", "N", "C", "C", "C", "C", "C", "C", "N", "H", "H", "H", "H", "H", "H", "H", "H", "H", "H", "H", "H", "H", "H", "H", "C", "O", "C", "C", "H", "H", "H", "H", "H", "H", "S", "Sb", "C", "C", "C", "C", "C", "C", "C", "C", "C", "C", "C", "C", "C", "C", "C", "C", "C", "C", "H", "H", "H", "H", "H", "H", "H", "H", "H", "H", "H", "H", "H", "H", "H"], "coordinates": [[1.430, -0.495, -1.544], [-1.623, -2.116, -2.234], [-1.507, -2.483, -0.783], [-2.470, -3.291, -0.219], [-2.339, -3.636, 1.133], [-1.228, -3.213, 1.811], [-0.237, -2.447, 1.165], [-0.446, -2.009, -0.115], [1.004, -2.133, 1.842], [1.193, -2.540, 3.183], [2.407, -2.350, 3.791], [3.416, -1.711, 3.094], [3.153, -1.244, 1.796], [1.984, -1.482, 1.183], [4.181, -0.477, 1.091], [5.383, -0.112, 1.728], [6.337, 0.602, 1.046], [6.084, 0.980, -0.272], [4.871, 0.602, -0.835], [4.531, 0.990, -2.243], [3.963, -0.112, -0.188], [-2.662, -2.150, -2.552], [-1.055, -2.825, -2.837], [-1.231, -1.115, -2.409], [-3.297, -3.666, -0.804], [-3.083, -4.246, 1.625], [-1.119, -3.517, 2.840], [0.407, -2.999, 3.756], [2.576, -2.692, 4.803], [4.375, -1.592, 3.568], [5.575, -0.376, 2.755], [7.266, 0.869, 1.532], [6.809, 1.552, -0.829], [5.336, 1.562, -2.697], [3.620, 1.589, -2.241], [4.350, 0.089, -2.829], [2.530, 1.164, -5.596], [1.869, -0.066, -5.786], [1.730, -0.855, -4.712], [0.893, -2.025, -5.163], [1.803, 1.951, -5.372], [3.047, 1.407, -6.527], [3.234, 1.099, -4.764], [1.157, -2.345, -6.175], [-0.143, -1.675, -5.178], [0.972, -2.859, -4.472], [-0.166, 2.089, -1.741], [-1.283, 0.964, -0.027], [-3.341, 0.135, -0.524], [-3.775, 0.265, -1.835], [-4.928, -0.367, -2.265], [-5.655, -1.153, -1.382], [-5.219, -1.296, -0.076], [-4.059, -0.670, 0.344], [-2.281, 2.832, 0.588], [-3.628, 3.067, 0.356], [-4.185, 4.317, 0.562], [-3.392, 5.362, 0.999], [-2.051, 5.139, 1.261], [-1.505, 3.884, 1.058], [-0.494, 0.880, 2.070], [-1.335, 0.406, 3.056], [-0.903, 0.332, 4.368], [0.375, 0.749, 4.697], [1.226, 1.213, 3.706], [0.795, 1.259, 2.391], [-3.207, 0.887, -2.518], [-5.268, -0.239, -3.286], [-6.557, -1.651, -1.715], [-5.793, -1.894, 0.620], [-3.729, -0.798, 1.365], [-4.255, 2.265, -0.013], [-5.237, 4.475, 0.363], [-3.815, 6.350, 1.126], [-1.422, 5.950, 1.608], [-0.447, 3.724, 1.239], [-2.342, 0.102, 2.804], [-1.570, -0.042, 5.135], [0.709, 0.717, 5.727], [2.228, 1.539, 3.957], [1.467, 1.604, 1.614]], "homo_lumo_gap_ha": [0.152, 0.125], "e_tot_ha": -2371.56790, "e_lumo_ev": [1.869, 1.867], "relative_energy_ev": 0.569, "total_charge": -1, "homo_energy_ev": [-2.3, -1.5]}


{"formula": "C38H36N6O4ReSSe2", "method": "wB97M-V/def2-TZVPD", "symbols": ["Re", "C", "O", "C", "N", "C", "C", "C", "C", "C", "C", "C", "C", "C", "C", "C", "C", "N", "C", "N", "C", "C", "O", "C", "C", "C", "C", "C", "C", "H", "H", "H", "H", "H", "H", "H", "H", "H", "H", "H", "H", "H", "H", "H", "H", "H", "H", "H", "O", "C", "C", "C", "O", "C", "Se", "C", "Se", "H", "H", "H", "H", "H", "H", "H", "H", "H", "H", "N", "C", "C", "C", "C", "C", "C", "N", "C", "C", "C", "S", "C", "N", "H", "H", "H", "H", "H", "H", "H"], "coordinates": [[-0.043, 0.059, 0.464], [3.722, 0.451, 2.987], [2.794, 1.550, 3.192], [1.720, 1.241, 2.490], [1.757, 0.207, 1.717], [3.154, -0.303, 1.772], [3.301, -1.806, 1.859], [2.474, -2.643, 1.119], [2.640, -4.018, 1.157], [3.649, -4.578, 1.928], [4.492, -3.750, 2.652], [4.320, -2.373, 2.618], [0.523, 2.062, 2.562], [0.289, 3.142, 3.393], [-0.950, 3.771, 3.344], [-1.921, 3.296, 2.471], [-1.618, 2.218, 1.659], [-0.409, 1.605, 1.695], [-2.497, 1.549, 0.715], [-2.051, 0.545, 0.029], [-3.190, -0.039, -0.697], [-4.309, 0.999, -0.443], [-3.766, 1.882, 0.582], [-2.921, -0.271, -2.161], [-3.554, -1.319, -2.819], [-3.368, -1.498, -4.184], [-2.543, -0.635, -4.891], [-1.909, 0.414, -4.237], [-2.102, 0.597, -2.875], [3.705, -0.155, 3.892], [4.712, 0.870, 2.832], [3.635, 0.044, 0.849], [1.707, -2.207, 0.497], [1.989, -4.657, 0.571], [3.786, -5.650, 1.954], [5.290, -4.174, 3.246], [5.001, -1.752, 3.186], [1.064, 3.469, 4.072], [-1.160, 4.614, 3.986], [-2.901, 3.749, 2.408], [-3.426, -0.996, -0.219], [-5.230, 0.569, -0.061], [-4.517, 1.603, -1.325], [-4.199, -1.993, -2.266], [-3.871, -2.308, -4.695], [-2.400, -0.775, -5.954], [-1.271, 1.095, -4.787], [-1.622, 1.418, -2.351], [2.370, 4.448, -1.882], [2.440, 3.947, -3.203], [1.263, 3.013, -3.504], [1.329, 2.782, -5.023], [0.328, 1.847, -5.396], [1.352, 1.643, -2.826], [1.287, 1.731, -0.869], [-0.082, 3.663, -3.176], [-0.507, 3.753, -1.277], [3.022, 5.148, -1.778], [3.375, 3.398, -3.369], [2.401, 4.772, -3.923], [2.325, 2.407, -5.283], [1.181, 3.738, -5.534], [0.247, 1.844, -6.355], [2.295, 1.155, -3.081], [0.532, 1.015, -3.169], [-0.884, 3.087, -3.639], [-0.131, 4.684, -3.559], [-1.360, -3.644, 1.990], [-1.431, -3.055, 3.244], [-1.772, -3.570, 4.490], [-1.736, -2.688, 5.549], [-1.378, -1.341, 5.373], [-1.043, -0.837, 4.135], [-1.068, -1.719, 3.056], [-0.782, -1.525, 1.709], [-0.972, -2.692, 1.120], [-0.705, -2.805, -0.298], [-0.938, -3.809, -1.181], [-0.400, -3.353, -2.732], [0.108, -1.853, -2.125], [-0.107, -1.680, -0.846], [-1.531, -4.613, 1.780], [-2.051, -4.606, 4.624], [-1.991, -3.040, 6.539], [-1.368, -0.686, 6.234], [-0.776, 0.204, 4.010], [-1.400, -4.766, -1.001], [0.582, -1.114, -2.751]], "homo_lumo_gap_ha": [0.227, 0.208], "e_tot_ha": -7378.09455, "e_lumo_ev": [-6.156, -6.349], "spin_multiplicity": 2, "relative_energy_ev": 0.000, "s2": 0.784, "total_charge": 2, "homo_energy_ev": [-12.3, -12.0]}